Here is a cluster of 2 separate species, C10H16O in total from the OMol25 dataset. Energies are from ωB97M-V with the def2-TZVPD basis set.

- Energy above the lowest of the compared OMol25 structures with the same formula, charge and spin: 21.4 kcal/mol
- F_max: 1.27 eV Å⁻¹
- Structure (SMILES): Cc1ccccc1.CC(C)O
- HOMO level: -9.2 eV
- LUMO: 0.9 eV

Element x y z (Å)
O -0.049 -0.695 -1.675
C 2.032 0.214 1.427
C 1.782 -1.131 1.612
C -1.091 -0.104 -2.479
C -0.280 0.698 1.734
C -0.544 -0.650 1.908
C 0.480 -1.576 1.812
C -1.364 -1.134 -3.575
C 1.277 2.613 1.244
C 1.005 1.155 1.494
C -2.309 0.155 -1.621
H 0.603 3.236 1.831
H -1.544 -0.984 2.157
H 2.600 -1.834 1.679
H -0.670 0.780 -2.956
H 0.284 -2.608 2.068
H -1.037 -2.121 -3.250
H -2.444 -1.231 -3.720
H 3.053 0.507 1.207
H -2.989 0.882 -2.062
H 2.314 2.853 1.461
H -1.105 1.399 1.823
H -2.090 0.408 -0.581
H -0.955 -0.814 -4.533
H -2.900 -0.764 -1.537
H 1.057 2.878 0.206
H 0.047 -0.240 -0.829

Results of the Mulliken charge analysis, in e, for atoms 1 through 8: O -0.53; C -0.38; C -0.50; C 0.71; C -0.49; C -0.38; C -0.49; C -1.34



Here is a cluster of 2 separate species, C8H18BClF3N2O4S in total from the OMol25 dataset. Energies are from ωB97M-V with the def2-TZVPD basis set.

- Energy above the lowest of the compared OMol25 structures with the same formula, charge and spin: 0.0 kcal/mol
- F_max: 0.61 eV Å⁻¹
- HOMO level: -11.2 eV
- Charge: +1
- LUMO: -4.3 eV

Element x y z (Å)
Cl -1.076 -2.575 1.735
S -1.971 -0.705 -0.309
F 0.199 -0.032 1.199
F -1.658 0.985 1.680
F -0.578 1.467 -0.148
O -3.092 -3.058 -1.572
O 4.220 3.960 -0.403
O -3.264 -0.701 0.267
O -1.735 -0.486 -1.679
N 2.198 4.824 0.120
N -1.417 -2.410 0.037
C 1.368 5.977 0.394
C -3.254 -4.380 0.658
C -0.287 -2.921 -0.857
C 3.514 4.921 -0.172
C 1.630 3.492 0.151
C 1.019 -2.147 -0.870
C -0.895 0.521 0.718
C 1.995 -2.426 0.288
B -2.718 -3.331 -0.327
H 0.575 3.565 0.402
H -3.723 -3.941 1.539
H -2.478 -5.076 0.986
H 2.961 -2.738 -0.101
H 1.498 -2.476 -1.794
H 0.835 -1.082 -1.009
H 0.551 6.052 -0.326
H 3.888 5.957 -0.181
H -0.740 -2.902 -1.848
H 1.644 -3.253 0.908
H -4.008 -4.975 0.139
H 2.148 2.883 0.896
H 1.749 3.005 -0.819
H -0.133 -3.965 -0.580
H 2.130 -1.569 0.940
H 0.943 5.925 1.398
H -4.011 -3.265 -1.782
H 1.973 6.878 0.323

Results of the Mulliken charge analysis, in e, for atoms 1 through 8: Cl 0.06; S 1.26; F -0.14; F -0.19; F -0.15; O -0.49; O -0.58; O -0.62



Here is a structure of composition C23H15Cl2CuN3O7S5 from the OMol25 dataset. Energies are from ωB97M-V with the def2-TZVPD basis set.

- Multiplicity: 2
- Energy above the lowest of the compared OMol25 structures with the same formula, charge and spin: 0.0 kcal/mol
- F_max: 0.79 eV Å⁻¹
- HOMO level (alpha / beta): -1.8 / -1.8 eV
- Charge: -2
- LUMO (alpha / beta): 3.9 / 3.9 eV

Element x y z (Å)
Cu -0.521 0.155 0.342
Cl 3.543 -1.239 0.311
Cl -4.147 4.861 -3.519
S -0.001 1.550 2.051
S -4.252 1.961 2.798
S -1.789 2.709 4.173
S -1.353 -2.821 0.667
S -2.812 0.820 0.417
O -1.512 -4.114 0.036
O -2.478 -2.286 1.379
O -4.200 3.246 5.105
O 2.313 -0.821 0.952
O 4.538 -1.542 1.316
O 3.300 -2.415 -0.497
O 4.027 -0.169 -0.540
N -1.241 3.262 -1.353
N 0.686 0.285 -1.329
N -0.811 -1.702 -0.360
C -2.911 5.479 -1.178
C 0.750 -0.904 -1.987
C -2.985 4.600 -2.242
C 2.107 -3.828 2.461
C -0.063 -2.167 2.981
C -0.039 -2.969 1.849
C 1.569 -1.057 -3.120
C 0.079 -3.203 -2.142
C 2.305 0.068 -3.553
C 1.646 -2.311 -3.767
C -1.975 5.215 -0.192
C -1.611 1.890 2.629
C 0.913 -3.346 -3.268
C -1.161 4.098 -0.323
C -0.025 -2.000 -1.468
C 1.037 -3.801 1.582
C -2.746 1.560 1.979
C -3.552 2.753 4.205
C 2.225 1.243 -2.870
C 1.011 -2.204 3.856
C 2.094 -3.030 3.596
C 1.397 1.301 -1.734
C -2.143 3.500 -2.293
H -1.887 5.853 0.676
H 0.965 -4.321 -3.741
H 1.012 -1.558 4.725
H -0.485 -4.051 -1.794
H 2.951 -3.024 4.259
H 2.294 -2.429 -4.628
H 2.796 2.115 -3.160
H 1.322 2.206 -1.145
H -3.574 6.332 -1.124
H 2.946 -0.031 -4.422
H -0.449 3.829 0.451
H -0.906 -1.509 3.151
H 2.975 -4.433 2.231
H 1.048 -4.391 0.675
H -2.219 2.787 -3.106

Results of the Mulliken charge analysis, in e, for atoms 1 through 8: Cu 0.62; Cl 1.71; Cl -0.26; S -0.56; S -0.23; S -0.24; S 0.94; S -0.45



Here is a structure of composition C22H22N2O2 from the OMol25 dataset. Energies are from ωB97M-V with the def2-TZVPD basis set.

- Energy above the lowest of the compared OMol25 structures with the same formula, charge and spin: 465.3 kcal/mol
- F_max: 15.61 eV Å⁻¹
- HOMO level: -8.7 eV
- LUMO: 0.0 eV

Element x y z (Å)
O -1.479 0.402 0.580
O 1.572 -3.255 -0.144
N 0.440 -1.544 -0.571
N -3.069 -1.355 0.663
C -3.339 -2.574 0.755
C -3.918 -0.396 1.291
C -4.144 2.901 -0.160
C 5.222 0.319 -0.267
C -3.890 1.914 0.844
C 4.212 2.279 0.521
C -1.752 -0.992 0.390
C 2.734 -1.241 -0.122
C 5.256 2.910 0.662
C -4.920 2.850 -1.140
C -0.976 -1.873 -0.365
C 6.308 1.041 -0.197
C -5.586 -0.835 -0.885
C -4.956 0.513 -0.614
C 6.408 2.241 -0.019
C 4.007 0.777 0.234
C 3.987 -1.662 -0.936
C -4.383 0.596 0.671
C 2.877 -0.065 0.230
C 1.586 -1.948 -0.173
C -5.280 1.704 -1.432
C 5.102 -1.093 -0.565
H -3.334 2.222 1.888
H -2.801 -3.341 1.704
H -3.898 4.021 0.261
H -3.192 -3.190 -0.448
H -5.969 -1.368 -0.129
H -4.452 -2.838 0.981
H 7.298 2.771 0.158
H -6.230 -0.905 -1.739
H -3.292 -0.078 2.441
H -1.337 -2.339 -1.222
H -4.746 -1.594 -1.257
H 3.216 2.754 0.897
H 0.431 -0.310 -0.449
H 1.926 0.559 0.441
H -6.176 1.523 -2.341
H 7.361 0.628 -0.747
H 5.362 3.852 0.947
H -4.898 -0.821 1.860
H -0.761 -2.991 0.331
H -5.293 3.573 -1.722
H 6.080 -1.805 -1.091
H 4.014 -2.844 -1.006

Results of the Mulliken charge analysis, in e, for atoms 1 through 8: O -0.71; O -0.76; N -0.21; N 0.79; C -1.11; C -1.19; C -0.60; C 0.88